1.
Entry from OMol25: CH5S3 as an isolated structure (ωB97M-V/def2-TZVPD).

Geometry as XYZ:
```
9
Properties=species:S:1:pos:R:3:forces:R:3
C 0.8663 -1.2726 -0.1351 -0.22 0.13 -0.81
S 0.9791 -0.3388 -1.7033 0.00 -0.01 0.07
S -0.6540 0.9372 -1.6027 0.21 -0.09 -0.06
H 1.2030 -2.2813 -0.3594 0.31 -0.08 0.22
H -0.1780 -1.3313 0.1413 -0.21 0.09 0.18
H 1.4465 -0.7761 0.6301 0.08 -0.11 0.27
H -0.6170 1.2388 0.1030 -0.50 0.14 0.31
S -1.0619 1.4565 1.6392 0.24 0.02 -0.16
H -1.9841 2.3677 1.2869 0.08 -0.08 -0.03
```
Positions in Å, forces in eV/Å.

Its largest force on an atom is 0.8 eV Å⁻¹. The multiplicity is 1. The relative energy (zero: lowest compared OMol25 entry of this formula, charge and spin) comes out at 5.77 kcal per mole. As for the charge: -1. The value obtained for the gap between HOMO and LUMO is 6.61 eV.

---

2.
Entry from OMol25: a 2-piece molecular cluster, C3H10O2 overall at a distorted geometry (ωB97M-V/def2-TZVPD).

Geometry as XYZ:
```
15
Properties=species:S:1:pos:R:3:forces:R:3
C -2.5375 -0.2645 0.3950 0.87 -0.84 0.51
O -2.7330 0.5828 -0.7123 0.06 0.20 -0.22
H -1.4812 -0.5266 0.5599 -0.06 0.45 -0.35
H -2.9813 -1.2528 0.2749 -0.57 0.15 0.06
H -2.8345 0.2066 1.3311 -0.47 0.04 -0.12
H -3.2923 0.1567 -1.3676 0.08 -0.02 0.19
C 1.0481 0.0545 0.0179 -0.76 -0.01 1.30
O 1.2319 -0.3712 1.4086 0.70 -0.10 -1.03
C 2.3615 0.3378 -0.6803 0.40 0.23 0.69
H 0.5059 0.9888 0.1681 -0.08 0.10 -0.61
H 0.3519 -0.6688 -0.4161 0.43 0.09 -0.49
H 2.1628 -0.6146 1.4251 -0.06 -0.24 0.54
H 2.9410 0.8670 0.0871 0.06 0.34 -0.32
H 2.2425 0.9984 -1.5365 -0.05 -0.05 -0.03
H 3.0142 -0.4942 -0.9549 -0.55 -0.35 -0.11
```
Positions in Å, forces in eV/Å.

Its largest force on an atom is 1.5 eV Å⁻¹. The multiplicity is 1. The relative energy (zero: lowest compared OMol25 entry of this formula, charge and spin) comes out at 26.00 kcal per mole. The value obtained for the gap between HOMO and LUMO is 11.17 eV.

---

3.
Entry from OMol25: a 2-piece molecular cluster, C7H15O2PSi overall at a distorted geometry (ωB97M-V/def2-TZVPD).

Geometry as XYZ:
```
26
Properties=species:S:1:pos:R:3:forces:R:3
C 0.6865 3.4223 0.1085 -4.59 1.78 -2.89
C 4.4345 0.0323 1.9880 2.21 2.45 2.09
C -0.4033 2.9351 -0.5154 2.87 -0.31 0.38
C 4.6560 0.5670 0.8077 0.76 -0.03 -2.86
C -0.1693 -1.2236 -0.4150 -0.63 1.57 -1.32
C -3.0793 -0.9132 -2.1095 1.97 -0.96 3.65
C -2.7459 -2.8496 0.5285 -3.18 2.46 1.16
O -2.0289 -0.0259 0.6984 0.25 -0.49 -0.48
O -0.6759 1.6089 -0.6342 -0.21 -1.29 0.07
Si -2.1156 -1.3632 -0.4155 0.40 1.16 -0.18
P -0.4310 0.4485 0.5606 -1.05 -0.72 -0.69
H 0.8651 4.4533 0.1514 0.11 1.33 -0.24
H 1.2498 2.8627 0.6639 3.24 -3.34 3.08
H 5.0176 0.2944 2.9564 -0.43 -0.34 -2.08
H 3.5049 -0.2578 2.2735 -2.63 -1.97 0.27
H -0.9362 3.4718 -1.2451 -1.01 0.90 -0.39
H 5.5238 1.2069 0.5796 -0.17 -0.53 0.42
H 4.1184 0.3248 -0.1895 0.22 0.42 2.17
H 0.3376 -1.8644 0.2770 0.14 -0.56 0.56
H 0.4352 -1.2329 -1.3602 -0.64 0.25 0.78
H -3.9981 -1.3928 -2.1262 -1.81 -0.83 -0.09
H -3.1563 0.1232 -2.0988 -0.16 1.87 -0.35
H -2.4405 -1.2907 -2.8337 1.06 -0.45 -1.78
H -3.8625 -3.1166 0.3921 1.81 0.48 0.08
H -2.1689 -3.6694 0.3546 1.58 -2.49 -0.55
H -2.6178 -2.5511 1.6031 -0.11 -0.35 -0.81
```
Positions in Å, forces in eV/Å.

Its largest force on an atom is 5.7 eV Å⁻¹. The multiplicity is 1. The relative energy (zero: lowest compared OMol25 entry of this formula, charge and spin) comes out at 54.71 kcal per mole. The value obtained for the gap between HOMO and LUMO is 9.51 eV.

---

4.
Entry from OMol25: C20H23ClGdN2OP as an isolated structure at a distorted geometry (ωB97M-V/def2-TZVPD).

Geometry as XYZ:
```
49
Properties=species:S:1:pos:R:3:forces:R:3
Gd -1.3155 -0.9947 1.1780 -0.49 1.78 2.73
Cl -1.4072 0.8253 2.9597 -0.08 -0.35 -0.92
P 0.1644 0.9222 -0.3479 0.42 -1.61 -1.76
C -1.3917 0.1694 -1.2003 0.71 0.01 0.35
C -1.1657 -0.9103 -2.0825 -0.35 0.62 0.27
C -2.2525 -1.6902 -2.4910 -0.40 -0.03 0.04
C -3.4965 -1.4813 -1.9017 -0.20 -0.49 0.24
C -3.7201 -0.4943 -0.9244 0.31 1.02 0.07
C -2.6943 0.4362 -0.6087 0.44 -0.77 -1.39
C 0.0029 2.6293 -0.6307 -1.11 0.33 1.55
C 0.7108 3.4563 0.2722 -0.63 -0.14 -1.03
C 0.4533 4.8155 0.1261 0.35 0.32 0.44
C -0.6035 5.3032 -0.6508 0.15 -0.60 0.04
C -1.4027 4.4076 -1.3577 -0.30 0.07 -0.35
C -1.1040 3.0557 -1.3844 0.29 0.40 0.37
C 1.7392 0.4757 -1.2352 -0.17 -0.89 -0.23
C 2.6781 -0.2916 -0.5135 -0.25 0.04 -0.30
C 3.9117 -0.6457 -1.0841 -0.34 0.22 -0.71
C 4.1428 -0.2839 -2.4376 -0.04 0.37 0.23
C 3.2058 0.4501 -3.2115 -0.50 -0.23 0.82
C 1.9939 0.8209 -2.5849 -0.06 -0.19 -0.16
H 1.3403 2.9790 1.0569 -0.16 0.83 -0.86
H 1.0707 5.5218 0.6538 -0.05 0.17 0.33
H -0.8487 6.3633 -0.6517 0.20 -0.23 -0.02
H -2.2843 4.7472 -1.8860 0.07 0.17 -0.02
H -1.7700 2.3250 -1.8698 0.65 0.77 -0.04
H -0.1648 -1.0985 -2.4925 -0.39 0.14 0.28
H -2.1555 -2.4646 -3.2591 0.10 0.32 0.33
H -4.3347 -2.1139 -2.2026 0.25 0.19 0.13
H -4.7240 -0.3861 -0.4878 0.51 0.04 -0.28
H -2.8761 1.3884 -0.0644 0.13 -0.97 -0.05
H 2.3529 -0.6316 0.4756 0.59 0.17 -0.09
H 4.6755 -1.2116 -0.5132 -0.67 0.45 -0.51
H 5.0954 -0.5581 -2.8964 -0.31 0.03 0.15
H 3.3780 0.7107 -4.2852 -0.05 -0.34 1.21
H 1.1871 1.2966 -3.1661 0.62 0.04 0.29
H -0.7350 -2.8005 -0.0451 1.43 -0.32 -0.30
H 0.0062 -2.5697 0.0207 -0.77 -0.75 -0.29
C 1.4707 -1.8003 3.8297 -0.03 -0.41 0.11
N 0.7253 -3.0842 4.0359 -0.86 0.32 0.54
C -0.5741 -3.1745 3.6823 -0.22 0.24 -0.63
N -1.2967 -4.3103 3.8183 0.15 0.07 -0.46
O -1.1711 -2.1846 3.1157 0.99 -1.01 -0.50
H 1.4551 -1.5976 2.7260 0.22 0.00 0.96
H 2.5061 -2.0107 4.1600 -0.57 0.33 -0.35
H 1.0655 -0.9097 4.3875 0.18 -1.14 -0.52
H 1.1004 -3.8408 4.6274 -0.06 0.85 -0.59
H -2.0361 -4.4108 3.1073 0.47 -0.05 1.12
H -0.9075 -5.1494 4.2337 -0.13 0.20 -0.21
```
Positions in Å, forces in eV/Å.

Its largest force on an atom is 3.3 eV Å⁻¹. The multiplicity is 8. As for the charge: +2. As for the expectation value of S²: 16.0850. The value obtained for the gap between HOMO and LUMO (spin up / spin down) is 7.58 / 4.97 eV.

---

5.
Entry from OMol25: a 8-piece molecular cluster, C46H81Br2F9N3O17P2 overall at a distorted geometry (ωB97M-V/def2-TZVPD).

Geometry as XYZ:
```
160
Properties=species:S:1:pos:R:3:forces:R:3
C -5.9388 -3.9131 -2.6759 -0.32 -0.38 0.45
C -6.0464 -4.2775 -1.1154 0.88 -0.20 0.31
C -5.1973 -3.3021 -0.1590 0.03 -0.44 0.06
C -5.4730 -1.7324 -0.3636 0.19 -0.72 1.95
N -4.6074 -1.0653 -1.3919 1.03 0.67 -0.39
C -3.2510 -0.7951 -0.8887 -1.82 -0.69 3.63
C -2.9419 0.6452 -0.1596 1.80 -0.79 2.79
P -4.3885 1.8098 0.2028 -3.78 2.04 -2.61
O -3.8417 3.4056 0.5607 0.08 -1.73 0.27
O -5.3755 1.2366 1.4767 1.89 0.66 -0.26
C -1.5698 1.1948 -0.8020 0.85 -2.45 -0.44
C -1.5418 1.8475 -2.2669 0.69 1.98 -0.38
C -2.7877 2.7851 -2.6318 -0.49 -0.15 0.31
C -2.7596 3.4238 -4.0955 -1.56 -0.05 0.13
F -4.1268 3.8431 -4.3739 2.61 -0.97 0.64
Br -1.6777 5.1050 -4.2276 -0.75 -1.35 0.11
C -2.3644 2.4089 -5.2730 0.74 -0.66 -0.97
F -0.9432 2.2671 -5.3785 -3.52 -0.04 0.69
F -2.9639 1.1092 -5.0303 1.55 2.52 0.02
Br -3.0691 2.9933 -7.0455 0.71 -0.45 1.47
C -0.6077 1.7340 0.3562 1.02 -1.42 3.16
O -0.2907 1.0074 1.3431 -1.55 3.01 -4.50
C 0.0076 3.2423 0.4316 -1.81 0.66 1.97
F -0.3163 3.6785 1.7706 0.63 -1.01 -3.22
F -0.6702 4.1628 -0.4257 1.88 -2.07 1.38
C 1.6089 3.2841 0.3331 2.24 0.73 1.64
F 2.2342 2.0052 0.3671 -2.02 2.77 -0.25
F 2.1038 3.9802 1.4960 -1.27 -1.58 -2.88
C 2.2140 4.0636 -0.9291 2.44 1.03 -0.75
F 3.6448 4.0860 -0.7233 -3.35 -0.12 -0.37
F 1.8329 5.4360 -1.0193 0.31 -3.26 0.28
C 2.0281 3.2659 -2.3365 0.60 -3.78 -2.86
O 2.5056 2.1123 -2.5242 -1.98 5.15 1.75
O 1.2986 3.8076 -3.4369 1.43 0.38 3.39
C -0.9087 -0.2718 -1.1195 0.92 -0.09 1.27
O 0.3707 -0.2779 -1.8308 -4.50 1.07 0.42
N 1.2713 -0.9052 -0.9806 4.02 -1.83 -3.79
O 2.1338 -1.2922 -1.7337 -1.77 1.12 3.15
N -2.0506 -1.0521 -1.7616 -0.08 -0.41 -2.23
C -1.6796 -2.5024 -2.0721 -0.74 -1.77 0.09
P -2.0729 -2.8107 -3.9297 2.95 1.70 -4.50
O -1.1030 -1.8941 -4.7253 -2.77 -1.83 2.83
O -1.6888 -4.4088 -4.3743 -1.48 2.39 1.73
O -3.6718 -2.3748 -4.3422 2.79 -0.87 1.28
H -5.9464 -2.7844 -2.8500 -0.18 -1.64 0.16
H -4.9470 -4.3181 -3.1114 -1.68 0.58 0.68
H -6.8346 -4.4277 -3.1956 1.64 0.97 0.56
H -5.5894 -5.3324 -0.9920 -0.91 1.59 -0.06
H -7.1096 -4.3241 -0.7008 1.31 0.17 -0.91
H -5.4401 -3.5342 0.9496 0.33 0.31 -1.83
H -4.0861 -3.6035 -0.2856 -1.55 0.83 0.18
H -6.5971 -1.6016 -0.5367 1.76 0.09 -0.24
H -5.2485 -1.2297 0.6596 -0.59 -0.75 -1.54
H -5.0630 -0.2103 -1.7681 0.53 -0.79 0.46
H -3.0859 -1.5672 -0.0390 -0.41 1.25 -1.38
H -2.6775 0.2631 0.9080 0.20 0.71 -1.69
H -4.4985 4.0685 0.2202 0.67 -1.13 0.33
H -6.1919 1.7949 1.5428 1.06 -0.57 -0.35
H -0.6008 2.5257 -2.3056 -1.46 -1.25 -0.05
H -1.3685 1.0813 -3.1200 -0.34 1.06 1.64
H -2.9328 3.6512 -1.8764 0.45 -1.47 -1.30
H -3.7415 2.1410 -2.5590 1.28 1.08 -0.36
H 1.0605 4.7450 -3.2369 0.10 -0.70 -0.18
H -0.6686 -0.9494 -0.2260 -0.73 1.50 -0.58
H -2.3838 -0.7423 -2.6949 0.91 0.84 0.31
H -0.5579 -2.6917 -1.9693 -1.55 0.46 -0.11
H -2.2585 -3.2253 -1.4041 0.81 1.17 -0.70
H -0.7256 -4.5627 -4.2357 -0.69 0.38 -0.17
H -3.6094 -1.4541 -4.7089 0.19 -1.05 0.04
C -2.4810 -7.7598 -6.2993 0.32 -0.34 0.15
C -2.8741 -7.2072 -7.6507 0.08 0.42 -0.24
C -4.2459 -7.8192 -7.8540 -0.24 -0.27 -0.12
O -4.8249 -7.9809 -6.5515 0.36 0.11 0.01
C -3.8070 -7.7707 -5.5650 -0.32 0.10 0.12
H -1.7166 -7.1707 -5.7891 -0.06 -0.03 -0.01
H -2.1072 -8.7830 -6.4112 0.00 0.09 0.05
H -2.9557 -6.1163 -7.5959 0.02 -0.06 -0.05
H -2.1731 -7.4569 -8.4491 -0.08 0.01 0.05
H -4.1750 -8.8100 -8.3147 0.02 0.05 -0.08
H -4.8967 -7.1945 -8.4702 -0.04 -0.07 0.11
H -4.0015 -6.8057 -5.0831 0.08 0.01 0.09
H -3.8613 -8.5557 -4.8072 -0.11 0.02 -0.07
C 3.6224 -3.8810 1.2342 0.12 0.25 0.29
C 2.9941 -5.2555 1.3052 0.09 -0.34 -0.13
C 1.5154 -4.9308 1.2389 -0.25 -0.08 0.24
O 1.3882 -3.7318 0.4591 -0.05 0.10 -0.11
C 2.6932 -3.1555 0.2817 0.26 -0.12 -0.05
H 4.6585 -3.8886 0.8929 -0.12 0.08 0.02
H 3.5899 -3.4076 2.2211 0.07 0.03 -0.11
H 3.2873 -5.8429 0.4289 -0.03 -0.04 0.12
H 3.2666 -5.8180 2.1991 -0.06 -0.03 -0.14
H 1.1074 -4.7276 2.2348 0.00 -0.08 0.01
H 0.9305 -5.7317 0.7798 -0.03 0.12 -0.02
H 2.9896 -3.3149 -0.7597 0.12 0.03 0.08
H 2.6499 -2.0824 0.4701 0.02 -0.19 0.12
C 7.0914 0.4843 -0.1092 0.27 -0.10 -0.38
C 5.8154 1.2472 0.1680 -0.13 0.44 0.21
C 4.8180 0.1261 0.3809 -0.20 -0.29 -0.08
O 5.5465 -0.9792 0.9315 0.03 0.24 -0.15
C 6.9507 -0.7106 0.8128 0.09 -0.16 0.33
H 7.9983 1.0619 0.0778 -0.07 -0.07 0.00
H 7.1059 0.1518 -1.1525 0.04 0.03 0.08
H 5.9243 1.8304 1.0886 -0.04 -0.01 -0.07
H 5.5264 1.9280 -0.6349 -0.01 -0.07 0.05
H 4.3792 -0.2014 -0.5683 -0.05 0.10 -0.04
H 4.0095 0.4076 1.0600 0.06 -0.13 0.04
H 7.3346 -0.4867 1.8139 0.09 -0.01 -0.05
H 7.4640 -1.5969 0.4333 -0.12 -0.01 0.06
C 2.2052 4.5553 4.8099 0.25 -0.42 0.08
C 0.7616 4.9237 4.5520 -0.24 0.11 -0.36
C 0.3372 5.4926 5.8901 -0.02 0.06 0.43
O 1.5025 6.0816 6.4802 -0.14 -0.26 -0.29
C 2.6553 5.6728 5.7290 0.19 0.46 0.03
H 2.8088 4.4800 3.9037 -0.01 0.04 0.08
H 2.2552 3.5955 5.3354 0.02 0.04 -0.07
H 0.7089 5.7009 3.7817 -0.01 -0.05 0.01
H 0.1436 4.0829 4.2313 0.02 0.07 0.04
H -0.0171 4.7043 6.5634 -0.11 -0.03 -0.06
H -0.4472 6.2475 5.7945 0.08 0.02 0.10
H 3.0068 6.5379 5.1575 0.13 -0.11 -0.01
H 3.4483 5.3610 6.4123 -0.10 0.08 0.04
C 5.0852 -9.2470 4.4092 0.17 0.22 0.40
C 3.9115 -10.1356 4.0638 -0.06 -0.47 -0.11
C 3.0216 -9.1920 3.2794 -0.25 0.23 -0.05
O 3.8866 -8.2551 2.6221 0.05 -0.19 0.24
C 5.2077 -8.3891 3.1657 0.15 0.05 -0.34
H 5.9996 -9.7964 4.6391 -0.06 0.06 -0.04
H 4.8353 -8.6209 5.2723 0.07 -0.05 -0.05
H 4.2447 -10.9565 3.4204 -0.06 0.04 0.06
H 3.4139 -10.5653 4.9349 0.02 0.04 -0.08
H 2.3582 -8.6271 3.9433 -0.06 -0.08 0.03
H 2.4112 -9.7115 2.5369 0.05 0.12 -0.03
H 5.8334 -8.8745 2.4090 0.08 0.03 0.06
H 5.6207 -7.4000 3.3770 -0.09 0.00 -0.09
C 3.6097 8.7817 1.4846 0.11 0.43 -0.18
C 3.9885 7.3543 1.1610 -0.21 -0.37 -0.21
C 4.8997 6.9996 2.3191 0.32 0.00 0.22
O 4.4499 7.7588 3.4497 -0.12 0.03 -0.39
C 3.5137 8.7468 2.9968 -0.14 -0.05 0.34
H 2.6850 9.1103 1.0067 0.06 0.00 0.06
H 4.4138 9.4581 1.1765 -0.10 -0.02 0.02
H 3.0954 6.7200 1.1803 0.06 0.00 -0.01
H 4.4698 7.2364 0.1883 -0.01 -0.01 0.08
H 5.9358 7.2880 2.1126 0.00 -0.09 -0.07
H 4.8763 5.9337 2.5599 0.02 0.07 0.10
H 2.5148 8.4366 3.3238 -0.06 0.09 -0.01
H 3.7463 9.7106 3.4548 0.03 -0.12 0.06
C -2.4453 6.5575 3.6120 0.21 0.31 0.30
C -3.0815 5.1882 3.6921 0.14 -0.48 -0.16
C -4.5573 5.5206 3.5961 -0.27 0.19 0.17
O -4.6643 6.7078 2.7980 0.25 -0.21 0.04
C -3.3558 7.2727 2.6342 -0.12 0.10 -0.28
H -1.4034 6.5393 3.2878 -0.09 0.02 0.01
H -2.4914 7.0457 4.5911 0.04 0.00 -0.09
H -2.7768 4.5865 2.8289 -0.03 0.00 0.07
H -2.8267 4.6369 4.5993 -0.04 0.05 -0.04
H -4.9806 5.7404 4.5817 -0.01 -0.12 0.01
H -5.1394 4.7165 3.1384 -0.04 0.09 -0.02
H -3.0422 7.0969 1.5989 0.10 0.07 -0.01
H -3.3956 8.3502 2.8077 -0.12 -0.08 -0.04
```
Positions in Å, forces in eV/Å.

Its largest force on an atom is 5.8 eV Å⁻¹. The multiplicity is 1. As for the charge: +1. The value obtained for the gap between HOMO and LUMO is 6.61 eV.